[1]
C19H20CdNO2S | wB97M-V/def2-TZVPD

## Properties
Highest occupied orbital energy ... -0.164 Ha
Total charge ... -1
Frontier orbital gap ... 7.3778 eV
Relative energy (zero: lowest compared OMol25 entry of this formula, charge and spin) ... 0.0 kcal per mole
LUMO energy ... 2.9 eV
Electronic energy ... -1507.1824 hartree

Atoms and positions in Å:
Cd (0.1036, 0.6934, 0.5833)
O (-0.6476, 2.7442, 1.0839)
N (-0.9983, 2.9496, 2.3826)
C (-1.9043, 3.9195, 2.6082)
C (-2.4357, 4.1079, 3.8664)
C (-1.9383, 3.3459, 4.9301)
C (-0.9690, 2.3728, 4.7261)
C (-0.4830, 2.1537, 3.4108)
S (0.6920, 0.9128, 3.1099)
H (-2.2029, 4.5045, 1.7543)
H (-3.1718, 4.8963, 4.0078)
H (-2.2780, 3.5814, 5.9323)
H (-0.5792, 1.7971, 5.5597)
C (-0.7033, -2.5998, 0.0444)
C (-1.8727, -1.6550, -0.3019)
C (-2.1678, -1.5964, -1.8131)
C (-3.1357, -2.0749, 0.4386)
O (-1.5956, -0.2677, 0.0969)
H (-0.7990, -3.6503, -0.3046)
H (-0.5774, -2.6554, 1.1403)
H (0.2459, -2.2032, -0.3415)
H (-2.5831, -2.5342, -2.2399)
H (-1.2477, -1.3449, -2.3611)
H (-2.8751, -0.7739, -1.9696)
H (-3.4442, -3.1115, 0.2491)
H (-3.9606, -1.3679, 0.2018)
H (-2.9716, -1.9625, 1.5137)
C (1.9558, -1.0501, -4.5416)
C (0.8355, -0.4091, -3.9923)
C (0.8167, -0.0179, -2.6651)
C (1.9426, -0.2191, -1.8153)
C (1.9466, 0.1511, -0.4548)
C (3.0915, -0.0151, 0.2686)
C (4.2339, -0.6298, -0.2932)
C (4.2518, -1.0442, -1.6007)
C (3.1295, -0.8100, -2.4230)
C (3.0816, -1.2501, -3.7659)
H (1.9310, -1.4179, -5.5697)
H (-0.0276, -0.2094, -4.6218)
H (-0.0914, 0.3866, -2.2161)
H (3.1711, 0.3122, 1.3075)
H (5.1097, -0.7991, 0.3142)
H (5.1588, -1.4586, -2.0235)
H (3.9634, -1.7008, -4.2154)

Atomic partial charges in e from the Löwdin method, atoms 1 to 6: 1.204 -0.299 -0.210 -0.049 -0.089 -0.102

---

[2]
C8H11IN4 | wB97M-V/def2-TZVPD

## Properties
Highest occupied orbital energy (alpha / beta) ... -0.282 / -0.295 Ha
Frontier orbital gap (alpha / beta) ... 6.8809 / 7.3830 eV
Relative energy (zero: lowest compared OMol25 entry of this formula, charge and spin) ... 55.9 kcal per mole
LUMO energy (alpha / beta) ... -0.8 / -0.7 eV
Electronic energy ... -827.9504 hartree

Atoms and positions in Å:
C (1.8760, 2.2805, -0.5419)
C (0.6878, 1.7995, -1.1218)
C (2.3369, 1.6054, 0.5498)
C (0.7137, -0.1910, 0.2757)
C (0.1703, 0.6171, -0.7183)
C (1.8319, 0.3286, 0.9828)
C (-2.0094, -3.0471, -0.3619)
C (-1.0320, 0.1734, -1.4067)
N (-1.7636, -1.5806, -0.3360)
N (-1.5416, -0.9622, -1.4387)
N (2.3810, -0.2645, 2.1124)
N (-2.3425, 1.4405, 0.0380)
I (-3.7887, 0.2651, 0.7155)
H (2.4171, 3.2935, -0.7938)
H (0.2176, 2.2317, -1.9304)
H (3.2886, 1.8088, 1.0662)
H (0.1282, -0.9691, 0.5889)
H (-0.9653, -3.3666, -0.6204)
H (-2.7089, -3.3819, -1.1003)
H (-2.2318, -3.3621, 0.6298)
H (-1.1801, 0.7736, -2.2854)
H (3.2641, 0.0700, 2.4598)
H (1.7767, -0.8000, 2.7348)
H (-1.5260, 1.2376, 0.5018)

Atomic partial charges in e from the Löwdin method, atoms 1 to 6: -0.067 -0.061 -0.060 0.033 -0.279 -0.276

---

[3]
C34H28BBrF4N3OS3V | wB97M-V/def2-TZVPD

## Properties
Highest occupied orbital energy (alpha / beta) ... -0.491 / -0.491 Ha
Total charge ... +2
Frontier orbital gap (alpha / beta) ... 4.8736 / 4.8535 eV
Relative energy (zero: lowest compared OMol25 entry of this formula, charge and spin) ... 0.0 kcal per mole
LUMO energy (alpha / beta) ... -8.5 / -8.5 eV
Electronic energy ... -6688.5331 hartree

Atoms and positions in Å:
V (-1.1946, -0.5924, -0.2266)
C (-2.5429, 0.4322, 4.8096)
C (-2.0659, -0.6670, 3.9052)
C (-1.5978, -1.8878, 4.3818)
C (-1.2171, -2.8761, 3.4932)
C (-1.2608, -2.6175, 2.1367)
Br (-0.9133, -4.0310, 0.9658)
N (-1.6308, -1.4200, 1.6468)
C (-2.0644, -0.4960, 2.5353)
H (-2.6772, 0.0678, 5.8256)
H (-3.4937, 0.8369, 4.4640)
H (-1.8230, 1.2523, 4.8330)
H (-1.5597, -2.0799, 5.4470)
H (-0.9132, -3.8546, 3.8342)
H (-2.4343, 0.4213, 2.1083)
F (-3.3293, -0.4578, -3.2060)
B (-2.1639, -0.9338, -2.7464)
F (-1.3522, 0.1440, -2.1361)
F (-2.3917, -1.7028, -1.4593)
F (-1.3990, -1.6628, -3.5744)
C (-5.2287, 1.5017, -1.3505)
C (-4.1171, 0.8605, -0.6772)
N (-3.2408, 0.3559, -0.1377)
H (-5.1926, 2.5748, -1.1671)
H (-6.1651, 1.0929, -0.9732)
H (-5.1469, 1.3013, -2.4183)
N (0.1045, -1.5398, -0.5943)
C (1.2156, -2.0982, -1.1471)
C (1.1634, -3.3665, -1.7789)
C (2.3645, -4.0903, -1.9973)
C (2.3309, -5.3059, -2.6382)
C (1.1106, -5.8251, -3.0677)
C (-0.0860, -5.1467, -2.8334)
C (-0.0679, -3.9379, -2.1814)
C (2.4333, -1.3251, -1.0497)
C (3.2969, -1.2034, -2.1508)
C (4.4697, -0.4858, -2.0201)
C (4.8064, 0.0731, -0.7908)
C (3.9578, -0.0505, 0.3064)
C (2.7569, -0.7162, 0.1717)
H (3.2998, -3.7102, -1.6124)
H (3.2430, -5.8650, -2.7920)
H (1.0894, -6.7810, -3.5754)
H (-1.0231, -5.5693, -3.1677)
H (-0.9860, -3.4038, -2.0050)
H (3.0151, -1.6287, -3.1053)
H (5.1270, -0.3653, -2.8704)
H (5.7374, 0.6154, -0.6883)
H (4.2287, 0.3821, 1.2592)
H (2.0902, -0.8172, 1.0165)
O (-0.5623, 0.8464, 0.3274)
C (0.0535, 2.2295, 0.2647)
C (0.4130, 2.4620, -1.1676)
C (1.5081, 1.9812, -1.8368)
C (1.4635, 2.2546, -3.2234)
C (0.3336, 2.9350, -3.5758)
S (-0.6550, 3.2856, -2.2388)
C (-0.9485, 3.2481, 0.7570)
C (-0.8446, 4.5893, 0.5293)
C (-1.8007, 5.3521, 1.2527)
C (-2.5971, 4.5784, 2.0334)
S (-2.1918, 2.9226, 1.8947)
C (1.2250, 2.1773, 1.2147)
C (1.3023, 1.4680, 2.3777)
C (2.4497, 1.8019, 3.1473)
C (3.1923, 2.7805, 2.5602)
S (2.5308, 3.2775, 1.0661)
H (2.3180, 1.4598, -1.3475)
H (2.2391, 1.9816, -3.9236)
H (0.0580, 3.2956, -4.5546)
H (-0.1025, 5.0292, -0.1220)
H (-1.8879, 6.4262, 1.1869)
H (-3.4143, 4.8807, 2.6685)
H (0.5567, 0.7467, 2.6875)
H (2.6981, 1.3536, 4.0981)
H (4.1006, 3.2355, 2.9228)

Atomic partial charges in e from the Löwdin method, atoms 1 to 6: 1.056 -0.019 -0.217 0.037 -0.070 -0.684

---

[4]
C34H25N6O9PSW | wB97M-V/def2-TZVPD

## Properties
2S+1 ... 3
Highest occupied orbital energy (alpha / beta) ... -0.281 / -0.320 Ha
Frontier orbital gap (alpha / beta) ... 6.1914 / 7.2841 eV
Relative energy (zero: lowest compared OMol25 entry of this formula, charge and spin) ... 23.2 kcal per mole
LUMO energy (alpha / beta) ... -1.5 / -1.4 eV
⟨S²⟩ ... 2.17
Electronic energy ... -3122.8454 hartree

Atoms and positions in Å:
W (0.2622, 1.4185, -0.7764)
O (0.7272, 5.0454, -1.0650)
C (-0.3037, 4.4514, -0.9071)
O (-0.4680, 3.1652, -1.2496)
C (-1.5247, 5.0630, -0.2768)
P (-2.0592, 4.2230, 1.3002)
C (-3.1248, 2.8487, 0.7305)
C (-3.7455, 2.1141, 1.7433)
C (-4.6045, 1.0685, 1.4435)
C (-4.8850, 0.7627, 0.1183)
C (-4.2946, 1.5001, -0.8972)
C (-3.4132, 2.5298, -0.5950)
C (-0.5026, 3.3507, 1.7550)
C (0.5801, 4.1178, 2.1817)
C (1.7185, 3.5103, 2.6932)
C (1.8071, 2.1274, 2.7863)
C (0.7580, 1.3459, 2.3332)
C (-0.3937, 1.9520, 1.8140)
H (-2.3757, 5.0306, -0.9587)
H (-1.3079, 6.1058, -0.0573)
H (-3.5553, 2.3651, 2.7816)
H (-5.0592, 0.4970, 2.2416)
H (-5.5640, -0.0468, -0.1182)
H (-4.5118, 1.2711, -1.9334)
H (-2.9450, 3.0667, -1.4082)
H (0.5261, 5.1994, 2.1391)
H (2.5419, 4.1268, 3.0297)
H (2.6876, 1.6676, 3.2134)
H (0.7896, 0.2658, 2.4136)
H (-1.2583, 1.3306, 1.6296)
S (2.3502, 2.5754, -0.5176)
C (3.4126, 1.2203, -0.3308)
N (4.7184, 1.4673, -0.1504)
N (5.5324, 0.4632, 0.1329)
C (5.2050, -0.7550, 0.8164)
C (4.5880, -0.6966, 2.0583)
C (4.2577, -1.8702, 2.7138)
C (4.5640, -3.0974, 2.1379)
C (5.2080, -3.1451, 0.9106)
C (5.5272, -1.9717, 0.2423)
N (2.9380, -0.0140, -0.4512)
N (1.6407, -0.0692, -0.6494)
C (1.2474, -1.4284, -0.9559)
C (1.3847, -1.8782, -2.2588)
C (0.9854, -3.1695, -2.5715)
C (0.4647, -3.9954, -1.5852)
C (0.3549, -3.5361, -0.2783)
C (0.7485, -2.2459, 0.0432)
H (6.4934, 0.7645, 0.1736)
H (4.3644, 0.2705, 2.4904)
H (3.7707, -1.8298, 3.6796)
H (4.3056, -4.0148, 2.6499)
H (5.4496, -4.0993, 0.4616)
H (5.9945, -1.9945, -0.7333)
H (1.7799, -1.2152, -3.0184)
H (1.0722, -3.5239, -3.5900)
H (0.1471, -4.9995, -1.8348)
H (-0.0426, -4.1818, 0.4946)
H (0.6461, -1.8652, 1.0507)
O (-0.8597, -0.2799, -4.3410)
C (-0.8999, -0.0734, -3.1552)
O (-0.2383, 0.9373, -2.6056)
C (-1.7377, -0.9428, -2.2572)
C (-2.4686, -1.9453, -2.8760)
C (-3.2611, -2.7870, -2.1246)
C (-3.3548, -2.6668, -0.7518)
C (-2.6116, -1.6862, -0.1377)
C (-1.7962, -0.7923, -0.8622)
O (-1.1697, 0.1753, -0.2241)
N (-2.7046, -1.6138, 1.3254)
O (-3.7428, -1.9949, 1.8295)
O (-1.7454, -1.2071, 1.9522)
N (-4.0191, -3.8541, -2.7925)
O (-4.7050, -4.5737, -2.0939)
O (-3.9100, -3.9506, -3.9965)
H (-2.4033, -2.0551, -3.9489)
H (-3.9822, -3.3283, -0.1744)

Atomic partial charges in e from the Löwdin method, atoms 1 to 6: 1.598 0.071 -0.657 -0.275 -0.244 1.099